C44H35MnN2O7S3 as an isolated structure at a distorted geometry, computed with ωB97M-V/def2-TZVPD.

Calculated values
<S²> = 6.06
Multiplicity = 5
Total energy = -4679.3957 Ha
Relative energy (zero: lowest compared OMol25 entry of this formula, charge and spin) = 2.772 eV
E_HOMO (spin up / spin down) = -7.04 / -7.04 eV
Charge = 0

Geometry (Å):
Mn (0.028, 0.531, 0.783)
O (3.231, 6.800, -0.128)
C (2.594, 6.730, 0.948)
O (2.276, 7.596, 1.782)
C (2.095, 5.311, 1.270)
C (2.953, 4.310, 1.735)
C (2.462, 3.026, 1.934)
N (1.192, 2.690, 1.686)
C (0.373, 3.659, 1.266)
C (0.766, 4.962, 1.047)
C (-1.030, 3.223, 0.973)
O (-1.969, 3.967, 0.886)
O (-1.164, 1.897, 0.837)
H (3.998, 4.532, 1.933)
H (3.103, 2.226, 2.297)
H (0.043, 5.691, 0.705)
C (7.261, 3.564, 0.121)
C (6.036, 2.709, -0.046)
C (6.016, 1.427, 0.496)
C (4.910, 0.611, 0.357)
C (3.817, 1.088, -0.358)
C (3.781, 2.385, -0.869)
C (4.898, 3.182, -0.715)
S (2.523, -0.086, -0.531)
O (1.392, 0.848, -0.094)
C (2.764, -0.613, -2.168)
C (2.759, 0.316, -3.242)
C (2.953, -0.125, -4.505)
C (3.194, -1.494, -4.769)
C (3.457, -1.949, -6.082)
C (3.736, -3.263, -6.320)
C (3.765, -4.186, -5.256)
C (3.491, -3.780, -3.981)
C (3.192, -2.421, -3.703)
C (2.937, -1.971, -2.364)
C (2.985, -3.026, -1.265)
C (4.272, -3.533, -0.897)
C (5.471, -3.038, -1.482)
C (6.685, -3.529, -1.107)
C (6.779, -4.550, -0.133)
C (5.651, -5.051, 0.441)
C (4.371, -4.558, 0.079)
C (3.199, -5.067, 0.679)
C (1.983, -4.550, 0.361)
C (1.872, -3.519, -0.599)
S (0.223, -2.834, -0.563)
O (0.390, -1.541, 0.183)
C (-0.188, -2.481, -2.259)
C (-0.453, -3.548, -3.105)
C (-0.943, -3.297, -4.376)
C (-1.182, -1.997, -4.812)
C (-1.715, -1.724, -6.192)
C (-0.913, -0.943, -3.941)
C (-0.425, -1.177, -2.666)
H (8.166, 2.970, -0.014)
H (7.293, 3.991, 1.125)
H (7.272, 4.387, -0.590)
H (6.882, 1.059, 1.034)
H (4.896, -0.390, 0.776)
H (2.900, 2.775, -1.364)
H (4.885, 4.185, -1.122)
H (2.586, 1.364, -3.051)
H (2.946, 0.577, -5.331)
H (3.443, -1.230, -6.893)
H (3.939, -3.602, -7.328)
H (4.007, -5.222, -5.452)
H (3.516, -4.491, -3.166)
H (5.420, -2.252, -2.225)
H (7.587, -3.137, -1.559)
H (7.751, -4.929, 0.153)
H (5.712, -5.834, 1.186)
H (3.285, -5.838, 1.434)
H (1.091, -4.884, 0.875)
H (-0.283, -4.567, -2.773)
H (-1.158, -4.128, -5.037)
H (-2.048, -2.639, -6.678)
H (-0.943, -1.271, -6.816)
H (-2.552, -1.027, -6.154)
H (-1.092, 0.077, -4.262)
H (-0.212, -0.352, -2.001)
S (0.219, -0.379, 2.998)
C (1.322, -1.634, 2.820)
N (2.082, -2.504, 2.704)
C (-4.442, -1.040, 0.716)
C (-3.306, -0.055, 0.887)
O (-2.127, -0.504, 0.191)
H (-5.321, -0.689, 1.258)
H (-4.164, -2.020, 1.103)
H (-4.717, -1.144, -0.336)
H (-3.011, 0.025, 1.931)
H (-3.580, 0.942, 0.539)
H (-2.335, -0.582, -0.747)